No. 1
One molecule with the formula C4H6O2 at a distorted geometry, computed with ωB97M-V/def2-TZVPD.

Positions of all 12 atoms, in Å:
C -0.581 1.373 0.414
C -0.092 -0.023 0.510
O -0.719 -0.938 1.216
C 1.067 -0.596 -0.101
C 0.256 -1.110 -1.256
O 1.436 -0.312 -1.395
H -0.154 1.841 -0.480
H -1.674 1.427 0.396
H -0.227 1.942 1.284
H 1.667 -1.324 0.431
H -0.608 -0.495 -1.570
H -0.372 -1.785 0.551

* ΔE to the lowest compared entry with this formula, charge and spin: 133.7 kcal/mol
* E: -8334.6634 eV
* HOMO energy: -8.03 eV
* orbital gap: 0.314 hartree
* LUMO: 0.519 eV



No. 2
A 3-piece molecular cluster, C9H18O overall at a distorted geometry, computed with ωB97M-V/def2-TZVPD.

Positions of all 28 atoms, in Å:
C 1.388 1.925 1.023
C 0.162 1.092 1.391
C -0.015 0.932 2.898
O -0.892 1.330 0.722
H 1.241 2.942 1.385
H 2.295 1.526 1.477
H 1.507 1.969 -0.060
H -0.139 1.919 3.346
H 0.852 0.461 3.360
H -0.908 0.347 3.105
C 0.815 -0.898 0.879
C 0.704 -1.216 -0.462
C 1.741 -0.817 -1.462
H 0.219 -1.478 1.571
H 1.816 -0.698 1.242
H 0.079 -2.049 -0.742
H 2.638 -1.430 -1.349
H 1.382 -0.927 -2.483
H 2.044 0.222 -1.340
C -1.225 0.051 -2.658
C -1.433 -0.307 -1.394
C -2.539 -1.225 -0.965
H -1.743 -0.429 -3.480
H -0.436 0.738 -2.933
H -1.070 0.391 -0.545
H -2.177 -1.986 -0.270
H -2.998 -1.729 -1.819
H -3.307 -0.656 -0.437

* ΔE to the lowest compared entry with this formula, charge and spin: 87.3 kcal/mol
* SMILES string: CC(C)=O.C=CC.C=CC
* E: -11668.7899 eV
* HOMO energy: -8.65 eV
* orbital gap: 0.317 hartree
* LUMO: -0.016 eV



No. 3
A 2-piece molecular cluster, C9H15N3O overall at a distorted geometry, computed with ωB97M-V/def2-TZVPD.

Positions of all 28 atoms, in Å:
C -0.292 -0.743 -2.523
C -0.174 -1.286 -1.298
C -1.270 -2.093 -0.554
N 1.010 -1.094 -0.573
C 1.295 -1.758 0.575
C 2.590 -1.459 0.849
C 2.919 -0.448 -0.056
N 1.957 -0.326 -0.929
H 0.475 -0.229 -3.071
H -1.278 -0.857 -2.941
H -1.097 -3.150 -0.705
H -2.261 -1.847 -0.682
H -1.038 -1.856 0.473
H 0.565 -2.544 0.691
H 3.288 -1.791 1.612
H 3.711 0.263 -0.263
C -0.059 1.497 1.776
N -0.995 1.620 0.659
C -0.598 2.507 -0.390
C -2.222 1.060 0.802
O -2.533 0.321 1.687
H 0.801 1.031 1.580
H 0.166 2.425 2.233
H -0.454 1.051 2.684
H -0.059 3.309 0.032
H 0.110 1.982 -1.026
H -1.572 2.845 -0.866
H -2.983 1.567 0.224

* ΔE to the lowest compared entry with this formula, charge and spin: 36.4 kcal/mol
* SMILES string: C=C(C)n1cccn1.CN(C)C=O
* E: -16091.4824 eV
* HOMO energy: -8.80 eV
* orbital gap: 0.357 hartree
* LUMO: 0.917 eV



No. 4
One molecule with the formula C5H8N2O at a distorted geometry, computed with ωB97M-V/def2-TZVPD.

Positions of all 16 atoms, in Å:
C -2.580 -0.622 0.049
C -1.033 -0.416 -0.055
N -0.187 -1.294 -0.201
N 1.065 -0.740 -0.599
C 2.455 -0.705 -0.013
C 1.368 0.431 0.301
C 0.370 1.519 -0.211
O -0.908 0.951 -0.286
H -2.665 -1.738 0.267
H -2.923 -0.041 0.822
H -2.813 -0.240 -1.031
H 3.203 -0.621 -0.843
H 2.820 -1.235 0.814
H 1.106 0.264 1.333
H 0.261 2.261 0.772
H 0.460 2.226 -1.119

* ΔE to the lowest compared entry with this formula, charge and spin: 131.4 kcal/mol
* SMILES string: CC1=NN2C[C@H]2CO1
* E: -10337.0293 eV
* HOMO energy: -8.78 eV
* orbital gap: 0.361 hartree
* LUMO: 1.039 eV



No. 5
C34H24IN6OPPdSe as an isolated structure at a distorted geometry, computed with ωB97M-V/def2-TZVPD.

Positions of all 69 atoms, in Å:
Pd -1.078 -0.737 -0.187
Se -5.190 6.015 0.152
N -3.448 5.646 0.264
C -3.335 4.357 0.106
C -2.040 3.665 0.095
C -0.846 4.361 0.269
C 0.341 3.671 0.199
C 0.297 2.303 -0.040
N -0.831 1.615 -0.182
C -2.002 2.290 -0.117
C -3.264 1.534 -0.296
N -3.156 0.213 -0.486
C -4.255 -0.501 -0.707
C -5.526 0.058 -0.719
C -5.649 1.413 -0.502
C -4.499 2.175 -0.296
C -4.549 3.625 -0.100
N -5.656 4.313 -0.116
H -0.880 5.428 0.450
H 1.294 4.167 0.320
H 1.216 1.743 -0.136
H -4.117 -1.559 -0.891
H -6.389 -0.569 -0.894
H -6.614 1.904 -0.499
O 0.102 -3.081 -1.072
C 0.320 -1.992 -0.662
C 5.866 -3.722 -0.306
C 5.267 -3.394 0.903
C 4.090 -2.663 0.914
C 3.536 -2.240 -0.298
C 4.127 -2.596 -1.518
C 5.297 -3.332 -1.514
P 2.060 -1.280 -0.297
C 1.725 -0.618 1.328
C 0.636 -1.089 2.063
C 0.308 -0.457 3.255
C 1.068 0.608 3.720
C 2.200 1.015 3.028
C 2.528 0.405 1.828
C 2.217 -0.008 -1.547
C 1.183 0.309 -2.428
C 1.361 1.289 -3.391
C 2.573 1.957 -3.483
C 3.615 1.643 -2.616
C 3.445 0.657 -1.659
H 6.785 -4.294 -0.308
H 5.710 -3.715 1.836
H 3.618 -2.414 1.856
H 3.686 -2.288 -2.458
H 5.764 -3.608 -2.450
H 0.159 -2.024 1.821
H -0.516 -0.832 3.849
H 0.800 1.095 4.650
H 2.826 1.806 3.422
H 3.397 0.744 1.274
H 0.234 -0.210 -2.400
H 0.561 1.512 -4.084
H 2.716 2.711 -4.246
H 4.566 2.154 -2.698
H 4.270 0.406 -1.003
I -5.236 -3.688 2.990
C -3.738 -3.343 1.644
C -3.298 -4.175 0.634
N -2.313 -3.533 -0.013
N -2.079 -2.331 0.525
C -2.946 -2.199 1.531
H -3.604 -5.169 0.349
H -1.743 -3.848 -0.784
H -2.966 -1.301 2.128

* charge: +2
* ΔE to the lowest compared entry with this formula, charge and spin: 28.6 kcal/mol
* E: -132837.5387 eV
* HOMO energy (spin up / spin down): -13.60 / -13.60 eV
* orbital gap (spin up / spin down): 0.267 / 0.267 hartree
* LUMO (spin up / spin down): -6.335 / -6.334 eV



No. 6
A 4-piece molecular cluster, C33H30BF15NO3S overall at a distorted geometry, computed with ωB97M-V/def2-TZVPD.

Positions of all 84 atoms, in Å:
C -1.120 3.155 1.402
C -1.455 1.907 2.463
O -2.139 0.878 1.656
C -0.002 1.305 2.923
B 0.023 0.575 4.395
C 0.362 1.790 5.500
N 0.077 1.397 6.932
C 1.404 -0.378 4.402
F 1.855 -0.745 5.764
F 2.526 0.422 3.782
C 1.263 -1.740 3.503
C 1.582 -1.864 1.882
C 1.443 -3.245 1.000
C 0.958 -4.642 1.710
C 0.664 -4.581 3.351
C 0.199 -6.012 4.038
F 1.380 -6.943 4.162
F -0.550 -5.853 5.311
F -0.707 -6.665 3.029
C 0.799 -3.170 4.236
S -1.494 -0.438 4.821
O -1.932 -1.406 3.653
O -1.097 -1.322 6.067
C -3.022 0.533 5.283
F -3.909 0.721 4.075
F -2.782 1.890 5.821
C -4.004 -0.245 6.391
F -4.059 -1.721 6.170
F -5.393 0.253 6.067
C -3.719 0.200 7.941
F -4.409 -0.811 8.827
F -2.296 0.187 8.351
F -4.422 1.498 8.230
H -0.019 2.985 1.024
H -1.813 2.982 0.446
H -1.273 4.213 1.883
H -2.101 2.369 3.323
H -1.476 0.670 0.907
H 0.408 0.661 2.037
H 0.733 2.243 3.007
H -0.274 2.743 5.236
H 1.502 2.120 5.401
H 0.984 1.180 7.445
H -0.337 2.245 7.416
H 1.913 -0.865 1.321
H 1.667 -3.209 -0.160
H 0.840 -5.627 1.073
H 0.568 -3.271 5.383
F -0.597 3.660 -1.002
C -0.188 4.607 -1.856
C -0.044 5.916 -1.410
C 0.387 6.901 -2.298
C 0.660 6.567 -3.627
C 0.508 5.252 -4.067
C 0.088 4.265 -3.176
H -0.269 6.157 -0.376
H 0.510 7.926 -1.957
H 0.992 7.337 -4.321
H 0.717 4.995 -5.103
H -0.027 3.235 -3.499
F 1.176 -1.060 -2.122
C 1.185 -0.690 -3.409
C 0.086 -0.976 -4.212
C 0.093 -0.586 -5.551
C 1.205 0.076 -6.076
C 2.306 0.355 -5.264
C 2.294 -0.025 -3.922
H -0.765 -1.499 -3.788
H -0.764 -0.798 -6.185
H 1.212 0.376 -7.122
H 3.172 0.867 -5.676
H 3.137 0.191 -3.275
F 0.335 -0.764 -9.208
C 0.813 -2.015 -9.170
C 2.100 -2.241 -8.696
C 2.596 -3.544 -8.652
C 1.803 -4.606 -9.093
C 0.513 -4.368 -9.572
C 0.014 -3.066 -9.606
H 2.705 -1.403 -8.365
H 3.599 -3.733 -8.276
H 2.192 -5.621 -9.063
H -0.101 -5.195 -9.919
H -0.989 -2.864 -9.967

* charge: -1
* E: -94599.9505 eV
* HOMO energy: -5.78 eV
* orbital gap: 0.282 hartree
* LUMO: 1.886 eV